C9H18INS | the ωB97M-V functional and the def2-TZVPD basis

The geometry in XYZ format:
```
30
Properties=species:S:1:pos:R:3:forces:R:3
C -2.212 -1.843 -1.999 2.528 2.244 0.223
C -0.217 0.209 2.853 1.181 -3.385 -1.094
C -2.175 0.961 1.769 -3.419 -2.360 -1.470
C 0.308 1.525 -0.089 1.255 -0.056 0.656
C 3.784 -1.264 -1.965 -3.431 1.959 -1.966
C -0.988 -0.066 1.550 -2.332 0.270 2.609
C -0.291 0.098 0.243 1.325 2.869 0.066
C -1.146 -0.331 -0.854 2.326 2.369 -0.497
C 0.938 -1.332 -2.550 -1.208 -2.492 2.319
N -1.541 -1.534 -0.881 -1.827 -0.835 -1.267
S 2.118 -1.909 -1.408 0.229 0.632 0.106
I -0.280 -2.869 -3.396 0.186 0.701 0.178
H -2.812 -2.609 -1.974 -2.912 -4.536 0.238
H -2.523 -1.141 -2.736 0.176 1.080 -0.458
H 0.728 -0.268 2.649 0.857 -0.484 0.544
H 0.037 1.186 2.950 0.390 3.129 0.382
H -0.578 -0.187 3.817 -0.409 0.075 -0.752
H -1.858 1.946 2.034 0.615 0.400 0.544
H -2.938 0.538 2.610 1.782 1.157 -2.050
H -2.789 1.181 0.780 0.827 -0.802 1.848
H -0.459 2.323 0.084 0.974 -0.433 0.468
H 0.588 1.694 -1.157 -0.281 -0.756 0.558
H 1.353 1.621 0.465 -2.468 0.349 -0.717
H 3.676 -0.145 -2.125 0.316 -1.149 0.815
H 3.839 -1.601 -3.008 1.110 -0.670 0.596
H 4.402 -1.520 -1.155 1.368 -0.472 0.312
H -1.206 -1.201 1.525 -0.637 1.903 0.324
H 0.536 -0.545 0.325 1.329 -1.167 -0.279
H -1.294 0.558 -1.534 -0.818 -1.511 -0.171
H 1.183 -0.707 -3.310 0.967 1.970 -2.063
```
Forces are in eV/Å.

Summary:
energy = -30044.7496 eV
molecular weight = 299.22 g mol⁻¹
E_HOMO (spin up / spin down) = -6.78 / -7.08 eV
ΔE to the lowest compared entry with this formula, charge and spin = 2.179 eV